ORCA calculation (ωB97M-V with the def2-TZVPD basis set) on a molecular structure, C19H16Cl2N4O4PtS.

For the total energy, the calculation gives -73227.0812 eV. The LUMO energy (alpha / beta) comes out at -0.211 / -1.805 eV. The expectation value of S² is 6.1082. The net charge is 0. Its spin multiplicity is 5.

Last column: Mulliken spin population.
Atoms and positions in Å:
Pt: 0.04535 0.29321 -0.41411  1.58
O: 4.18194 0.43781 -0.91504  0.01
C: 2.98961 0.21839 -0.80042  0.00
O: 2.10724 1.00241 -0.29494  0.17
C: 2.45845 -1.12060 -1.30454  -0.01
C: 3.30021 -2.04283 -1.89927  0.00
C: 2.76413 -3.22758 -2.37108  0.00
C: 1.40233 -3.45276 -2.23773  0.00
C: 0.62154 -2.48847 -1.62974  0.01
N: 1.14778 -1.35240 -1.16581  0.05
H: 4.34867 -1.79439 -1.97658  0.00
H: 3.39792 -3.96794 -2.84180  0.00
H: 0.94244 -4.36269 -2.59606  0.00
H: -0.44133 -2.61105 -1.48936  0.01
O: 0.49453 0.01936 2.17989  0.02
N: -1.96296 -0.68414 2.01660  0.06
C: -0.65204 -0.51774 4.32025  0.00
C: -1.63960 -1.24454 5.01501  0.29
C: -2.53895 -2.18303 4.54942  -0.13
C: -2.66311 -2.67924 3.24770  0.29
C: -2.18809 -2.10233 2.05557  -0.02
S: -2.14149 -2.93358 0.62916  0.39
H: 0.22397 -0.06967 4.76289  0.00
H: -1.57776 -1.12932 6.09280  0.02
H: -3.11420 -2.69395 5.31155  0.00
H: -3.16180 -3.63061 3.11754  0.00
Cl: -1.92967 4.67741 -0.00759  0.02
C: -1.91342 3.70767 1.41748  0.19
C: -2.43533 4.24371 2.57249  -0.09
C: -2.44733 3.50037 3.74836  0.22
C: -1.92979 2.20818 3.75233  -0.07
C: -1.40986 1.69981 2.59900  0.11
Cl: -0.83642 -0.02197 2.76203  0.13
C: -1.34655 2.37442 1.32488  0.02
N: -0.86348 1.97523 0.17478  0.60
H: -2.83591 5.24750 2.55164  0.00
H: -2.85960 3.91748 4.65593  0.02
H: -1.93719 1.61295 4.65692  0.02
C: -0.02003 1.94522 -4.60839  0.01
C: -0.36314 1.78245 -3.15207  0.01
N: -0.44227 2.88004 -2.40722  0.00
O: -0.53188 0.63929 -2.69105  0.09
H: -0.25573 2.93887 -4.98491  0.00
H: -0.55278 1.19242 -5.18391  0.00
H: 1.04990 1.76786 -4.72839  0.00
H: -0.31428 3.78521 -2.82048  0.00
H: -0.66562 2.79319 -1.40573  -0.02